Below is C22H24LiN2O3Sb as an isolated structure at a distorted geometry, with properties calculated with ωB97M-V/def2-TZVPD.

Geometry as XYZ:
```
53
Properties=species:S:1:pos:R:3:forces:R:3
Li -0.423 0.645 -0.638 -1.1 -0.6 0.3
C -3.112 -0.847 -2.531 0.0 -0.1 -0.1
C -1.720 -1.445 -2.147 0.0 -0.2 0.3
C -0.807 -1.254 -3.404 -0.1 0.0 0.0
C -1.937 -2.995 -2.008 -0.1 0.0 -0.3
N -1.187 -0.870 -0.990 0.3 -0.2 -0.4
H -3.507 -1.256 -3.478 0.0 0.0 0.0
H -3.008 0.236 -2.617 0.0 0.0 0.0
H -3.826 -1.057 -1.731 0.0 0.0 0.0
H -1.202 -1.740 -4.314 0.1 0.0 0.0
H 0.181 -1.665 -3.176 0.0 0.0 0.0
H -0.697 -0.183 -3.597 0.0 0.0 0.0
H -2.412 -3.453 -2.897 0.1 0.0 0.1
H -2.566 -3.178 -1.135 0.0 0.0 0.0
H -0.966 -3.466 -1.839 0.0 -0.1 0.0
O -0.889 2.587 -1.095 0.3 0.0 0.0
N 0.252 2.571 -0.602 0.5 1.4 -0.4
O 1.216 3.123 -1.180 -0.4 0.0 0.5
O 0.447 1.938 0.474 0.2 0.1 0.1
C 6.653 0.789 -3.813 -0.2 0.0 0.1
C 6.585 1.372 -2.553 0.2 0.0 -0.2
C 5.477 1.169 -1.745 -0.2 -0.2 0.2
C 4.410 0.366 -2.154 -0.1 0.4 -0.3
C 4.489 -0.194 -3.434 -0.2 -0.1 0.2
C 5.591 0.004 -4.249 0.2 0.0 -0.1
Sb 2.494 0.258 -1.059 0.7 -0.7 -0.2
C 2.731 -1.907 -0.872 -0.1 -0.1 0.1
C 3.953 -2.581 -0.927 0.0 0.2 -0.1
C 4.012 -3.961 -0.792 0.1 -0.1 0.0
C 2.846 -4.695 -0.605 -0.1 0.1 0.0
C 1.623 -4.034 -0.563 0.2 -0.2 0.0
C 1.565 -2.653 -0.692 0.0 0.1 0.0
C 3.522 0.747 0.790 -0.1 -0.1 0.3
C 4.206 -0.202 1.550 -0.1 0.0 -0.1
C 4.802 0.135 2.758 0.1 0.0 0.1
C 4.720 1.434 3.242 -0.1 0.0 -0.1
C 4.051 2.392 2.491 0.1 0.0 0.2
C 3.465 2.052 1.281 0.0 0.0 -0.2
H 7.517 0.946 -4.448 0.0 0.0 0.0
H 7.411 1.985 -2.206 0.0 0.0 0.0
H 5.442 1.625 -0.761 0.0 0.0 0.0
H 3.672 -0.820 -3.783 0.0 0.0 -0.1
H 5.636 -0.452 -5.232 -0.1 0.0 0.0
H 4.866 -2.018 -1.091 0.0 0.0 0.0
H 4.971 -4.469 -0.835 0.0 0.0 0.0
H 2.891 -5.774 -0.499 0.0 0.0 0.0
H 0.709 -4.603 -0.433 0.0 0.1 0.0
H 0.594 -2.130 -0.671 -0.3 0.1 0.0
H 4.274 -1.223 1.195 0.0 0.0 0.0
H 5.331 -0.619 3.332 0.0 0.0 0.0
H 5.167 1.694 4.195 0.0 0.0 0.0
H 3.978 3.409 2.862 0.0 0.0 0.0
H 2.957 2.810 0.700 -0.2 0.0 0.0
```
Forces are in eV/Å.

As for the HOMO-LUMO gap: 2.93 eV. As for the total charge: -2. The calculation puts the LUMO energy at 4.628 eV.


Below is C30H47Cl2FeN4O8Si as an isolated structure at a distorted geometry, with properties calculated with ωB97M-V/def2-TZVPD.

Geometry as XYZ:
```
93
Properties=species:S:1:pos:R:3:forces:R:3
C 0.567 3.308 -2.209 -0.5 -0.1 -0.1
C 1.788 3.094 -1.382 1.1 0.4 0.6
H 0.349 4.373 -2.351 0.0 -0.3 0.0
H -0.309 2.828 -1.737 0.4 0.2 -0.2
H 0.689 2.845 -3.201 -0.1 0.1 0.2
C 2.670 4.050 -1.049 -0.4 -0.4 -0.2
C 2.611 5.469 -1.500 0.1 0.5 -0.1
H 3.527 3.801 -0.420 -0.2 -0.1 -0.2
H 1.703 5.703 -2.069 0.3 0.0 0.2
H 3.475 5.700 -2.139 -0.2 0.0 0.1
H 2.668 6.155 -0.641 0.0 -0.1 -0.2
Fe -0.347 0.197 0.524 1.3 0.6 0.4
Cl -1.917 1.262 -0.756 -0.3 -0.4 0.0
C 2.297 -1.131 1.460 -0.2 0.2 -0.1
O 1.270 -0.608 1.928 0.8 -0.5 -0.3
N 3.259 -1.725 2.180 -0.1 0.1 0.1
C 3.201 -1.733 3.632 0.1 -0.1 -0.1
C 4.443 -2.332 1.577 -0.2 0.1 -0.1
H 2.530 -1.133 0.371 -0.4 0.0 0.5
H 2.220 -1.373 3.948 0.2 -0.1 0.0
H 3.994 -1.088 4.038 -0.2 -0.1 0.0
H 3.380 -2.758 3.980 -0.2 0.2 0.1
H 4.385 -2.268 0.483 0.0 0.1 0.3
H 4.511 -3.387 1.874 -0.1 0.2 -0.1
H 5.357 -1.820 1.903 -0.2 0.0 -0.1
H -3.104 -4.155 2.608 0.1 0.2 0.1
H -3.980 -4.457 0.314 0.0 0.2 -0.1
C -3.277 -3.073 2.554 -0.1 -0.1 -0.1
C -4.164 -3.378 0.258 0.2 0.2 0.0
N -3.255 -2.675 1.155 -0.1 0.3 -0.1
H -2.512 -2.527 3.105 -0.1 -0.1 -0.1
C -2.541 -1.639 0.726 0.4 0.5 0.7
O -1.814 -0.936 1.478 -0.8 -0.8 -1.0
H -3.983 -3.021 -0.758 -0.1 -0.2 0.1
H -2.641 -1.416 -0.352 0.1 -0.1 0.4
H -4.272 -2.869 2.971 0.2 0.0 0.0
H -5.207 -3.175 0.530 0.2 -0.1 0.0
H -0.330 4.237 0.472 -0.1 -0.2 0.2
H 1.916 4.564 1.862 -0.2 -0.1 0.1
C -0.802 3.915 1.410 0.0 0.0 -0.2
C 1.260 4.327 2.713 0.1 -0.1 0.0
N 0.213 3.401 2.318 0.0 -0.4 0.6
H -1.541 3.138 1.198 0.2 0.2 0.1
C 0.166 2.150 2.805 -0.4 0.3 -0.8
O -0.674 1.299 2.448 0.7 0.4 0.0
H 1.858 3.860 3.504 -0.1 0.2 -0.1
H 0.950 1.921 3.557 -0.3 0.0 -0.3
H -1.281 4.795 1.863 0.1 -0.2 0.0
H 0.818 5.263 3.079 0.1 -0.2 0.0
O 1.043 1.467 0.142 -1.6 -0.9 0.9
C 1.964 1.674 -0.849 0.4 -0.1 -0.4
C 3.730 1.601 0.998 0.1 -0.1 -0.1
C 3.369 1.344 -0.325 -0.4 0.3 -0.5
H 2.984 2.040 1.667 0.2 -0.2 -0.2
C 5.019 1.293 1.440 -0.2 0.1 -0.2
H 1.765 1.003 -1.707 0.1 0.0 0.1
C 4.293 0.805 -1.218 0.1 0.1 0.2
H 5.280 1.470 2.488 0.1 -0.1 -0.4
C 5.955 0.782 0.533 0.1 -0.1 0.0
C 5.594 0.541 -0.798 0.0 0.0 0.1
H 3.966 0.621 -2.244 0.2 0.0 0.3
H 6.972 0.570 0.870 -0.3 0.0 -0.1
H 6.319 0.149 -1.516 -0.2 0.1 0.3
Si -6.644 2.427 -2.207 -0.1 0.0 0.0
Cl -5.852 4.143 -3.061 0.0 0.2 -0.1
C -6.883 2.830 -0.394 0.0 -0.1 0.0
C -5.379 1.095 -2.540 0.0 -0.1 0.1
C -8.291 2.091 -3.047 0.0 0.0 0.0
H -5.925 3.124 0.059 -0.3 -0.1 -0.1
H -7.277 1.960 0.150 0.1 0.2 -0.1
H -7.593 3.662 -0.274 0.2 -0.2 -0.1
H -8.990 2.926 -2.891 0.2 -0.2 0.0
H -8.752 1.179 -2.639 0.1 0.2 -0.1
H -8.161 1.955 -4.130 0.0 0.0 0.3
H -4.407 1.349 -2.086 -0.3 -0.1 -0.2
H -5.240 0.976 -3.626 0.0 0.0 0.3
H -5.711 0.131 -2.128 0.1 0.2 -0.1
O 0.057 -2.978 0.972 0.4 0.2 -1.8
C 0.307 -2.625 -0.199 -0.3 0.0 1.3
O 0.176 -1.429 -0.674 0.0 -0.2 0.2
C 0.801 -3.777 -1.074 -0.1 0.1 -0.3
C 2.108 -4.263 -0.939 -0.2 -0.3 0.0
C 2.400 -5.589 -1.249 -0.4 -0.2 -0.3
C 1.386 -6.405 -1.802 -0.5 1.9 0.7
C 0.143 -5.840 -2.163 0.5 -0.1 0.0
C -0.123 -4.510 -1.835 0.3 -0.3 0.1
N 1.567 -7.818 -1.841 0.7 -3.2 -0.5
O 2.649 -8.290 -1.423 -1.9 1.0 -0.7
O 0.651 -8.548 -2.289 1.5 1.6 0.8
H 2.899 -3.610 -0.569 -0.3 -0.3 0.2
H 3.381 -6.009 -1.022 -0.4 0.1 -0.2
H -0.610 -6.446 -2.670 0.3 0.1 0.2
H -1.060 -4.047 -2.151 0.1 -0.2 0.4
```
Forces are in eV/Å.

As for the HOMO-LUMO gap (spin up / spin down): 7.88 / 7.76 eV. The expectation value of S² is 8.759. Its spin multiplicity is 6. The calculation puts the LUMO energy (spin up / spin down) at -0.666 / -0.688 eV.


Below is a 2-piece molecular cluster, C38H35N4O3 overall at a distorted geometry, with properties calculated with ωB97M-V/def2-TZVPD.

Geometry as XYZ:
```
80
Properties=species:S:1:pos:R:3:forces:R:3
C 5.363 -4.568 -4.037 -0.2 0.5 -0.1
O 5.067 -3.167 -3.782 -0.9 0.3 0.1
C 3.791 -2.717 -3.638 -0.1 -0.6 0.1
C 3.608 -1.419 -3.083 1.5 -0.7 -0.2
C 2.368 -0.971 -2.754 -0.8 0.7 -0.3
C 1.196 -1.750 -2.973 0.9 -0.1 0.1
C -0.071 -1.118 -2.665 -0.6 0.5 -1.9
C -1.301 -1.849 -2.812 -0.9 -0.9 0.1
C -2.486 -1.222 -3.289 1.4 0.6 -0.2
C -3.565 -1.974 -3.680 -1.1 0.1 -0.2
C -3.572 -3.372 -3.585 0.5 -0.2 0.4
C -4.764 -4.194 -3.993 -0.3 0.0 -0.1
C -2.432 -4.004 -3.050 -0.4 0.4 0.0
C -1.336 -3.264 -2.640 0.3 0.5 -0.5
C 1.385 -2.988 -3.687 -0.3 0.7 0.3
C 2.645 -3.466 -4.011 0.4 0.2 0.2
H 6.450 -4.610 -3.935 -0.3 -0.1 -0.1
H 4.887 -5.233 -3.299 0.1 0.4 -0.2
H 5.075 -4.852 -5.060 0.0 0.1 0.3
H 4.513 -0.818 -2.906 -0.5 -0.3 -0.1
H 2.255 0.067 -2.392 0.1 -0.8 0.0
H -0.093 -0.057 -2.892 -0.1 -0.5 -0.4
H -2.443 -0.133 -3.504 -0.2 -0.8 0.4
H -4.468 -1.473 -4.076 0.7 -0.3 0.2
H -4.501 -5.253 -4.101 0.0 0.3 0.0
H -5.538 -4.138 -3.215 0.2 0.0 -0.2
H -5.227 -3.850 -4.932 0.3 0.0 0.3
H -2.418 -5.087 -2.963 0.0 0.1 0.0
H -0.423 -3.794 -2.351 -0.6 0.3 0.4
H 0.520 -3.518 -4.094 0.4 0.2 0.3
H 2.742 -4.413 -4.557 0.0 0.5 0.3
O -2.207 3.642 -1.282 -0.2 0.0 0.4
C -2.509 3.792 -0.117 0.2 -0.5 0.3
C -3.376 4.922 0.399 0.3 0.0 -0.4
C -4.750 4.716 0.511 0.0 0.3 0.1
C -5.546 5.733 1.040 0.3 0.1 0.2
C -4.958 6.934 1.462 -0.1 -0.1 -0.3
C -3.592 7.155 1.264 0.0 -0.1 0.2
C -2.787 6.143 0.739 -0.5 -0.1 0.0
N -2.088 2.901 0.901 -0.3 0.1 -0.9
C -2.182 3.399 2.278 -0.2 0.7 0.2
C -1.718 2.388 3.291 0.1 0.1 -0.4
N -0.446 1.852 2.884 0.4 0.2 -0.3
C 0.306 1.225 3.939 -0.2 0.0 -0.1
C 1.699 0.904 3.465 0.4 0.2 -0.2
N 1.661 0.108 2.225 0.4 -0.6 0.3
C 2.256 -1.165 2.197 -1.1 -1.2 -1.0
O 1.844 -2.067 1.452 0.9 1.4 1.2
C 3.385 -1.361 3.152 -0.1 0.0 -0.4
C 3.341 -2.452 4.020 0.3 0.4 0.0
C 4.328 -2.558 5.000 0.0 0.2 -0.1
C 5.365 -1.618 5.061 -0.1 -0.1 -0.2
C 5.447 -0.595 4.108 -0.1 -0.1 0.1
C 4.444 -0.453 3.152 0.2 -0.2 0.4
C 0.691 0.454 1.265 -0.7 -0.1 -0.7
C 0.637 -0.148 -0.007 -0.4 0.4 0.4
N -0.380 0.054 -0.854 0.9 0.9 1.6
C -1.254 1.064 -0.584 0.1 -0.4 -0.3
C -1.247 1.793 0.608 0.6 -0.2 -0.2
C -0.310 1.397 1.599 -0.2 -0.8 0.1
H -5.179 3.771 0.176 0.0 0.2 0.2
H -6.617 5.575 1.155 0.2 0.1 0.0
H -5.582 7.718 1.904 0.3 -0.3 -0.2
H -3.144 8.108 1.553 -0.2 -0.3 -0.1
H -1.718 6.287 0.589 -0.2 0.0 0.1
H -1.571 4.322 2.374 -0.4 -0.5 0.0
H -3.229 3.656 2.499 0.4 0.0 -0.1
H -1.542 2.896 4.237 -0.3 0.0 0.1
H -2.466 1.599 3.434 0.0 -0.1 0.0
H 0.344 1.948 4.754 0.1 -0.2 0.2
H -0.209 0.319 4.296 0.1 0.0 0.0
H 2.271 1.836 3.296 -0.2 -0.4 0.1
H 2.183 0.322 4.252 0.1 0.2 -0.3
H 2.540 -3.182 3.915 0.1 0.2 0.1
H 4.271 -3.367 5.723 0.1 0.1 -0.1
H 6.131 -1.710 5.835 -0.3 0.1 -0.3
H 6.278 0.110 4.127 -0.2 -0.2 0.0
H 4.480 0.344 2.406 0.0 -0.2 0.3
H 1.426 -0.806 -0.354 -0.3 -0.1 0.3
H -1.946 1.300 -1.382 -0.1 0.0 0.2
```
Forces are in eV/Å.

As for the HOMO-LUMO gap: 6.69 eV. As for the total charge: +1. The calculation puts the LUMO energy at -3.751 eV.


The records above yield energy above the lowest of the compared OMol25 structures with the same formula, charge and spin values of 63.6, 0.0, 10.5 kcal per mole, respectively.
The records above yield calculated total energy values of -1435.52181, -4465.95234, -1913.54423 Eh, respectively.